Here is one molecule with the formula C8H3BrClFO3 at a distorted geometry from the Open Molecules 2025 dataset. Energies are from wB97M-V/def2-TZVPD.

## Properties
HOMO: -10.18 eV
E: -3666.354012 Ha
LUMO: -1.064 eV
Multiplicity: 1
Strongest force on any atom: 0.0939 Eh/bohr
ΔE to the lowest compared entry with this formula, charge and spin: 0.00 kcal per mole
Orbital gap: 0.335 Ha

Geometry (Å):
C -1.287 1.682 0.141
C -0.349 -0.639 0.307
C 0.862 -0.507 -0.197
C -0.210 2.110 -0.453
C -0.655 -2.118 0.189
C 1.453 -1.889 -0.588
C -1.365 0.293 0.801
C 1.451 0.826 -0.284
O -1.644 -2.675 0.502
O 2.411 -2.238 -1.110
O 0.406 -2.765 -0.307
F 0.076 3.162 -1.224
Cl 2.470 1.009 -1.653
Br 2.343 1.336 1.399
H -2.279 2.119 0.055
H -1.373 0.520 1.870
H -2.311 -0.226 0.552

Here is one molecule with the formula C8H3IO2 at a distorted geometry from the Open Molecules 2025 dataset. Energies are from wB97M-V/def2-TZVPD.

## Properties
HOMO (spin up / spin down): -9.07 / -9.12 eV
E: -754.513285 Ha
LUMO (spin up / spin down): -1.851 / -1.804 eV
Multiplicity: 1
Structure (SMILES): COC1=C=C=C=C=C1C(=O)I
Strongest force on any atom: 0.0697 Eh/bohr
Orbital gap (spin up / spin down): 0.265 / 0.269 Ha

Geometry (Å):
C -1.256 2.502 -0.093
C 0.044 2.531 -0.009
C -1.932 1.393 -0.196
C 0.791 1.456 -0.040
C -1.283 0.214 -0.187
C 0.190 0.210 -0.149
C -1.903 -1.093 -0.068
C 2.263 -0.813 0.195
O -1.404 -2.156 -0.071
O 0.879 -0.921 -0.294
I -4.111 -0.957 -0.009
H 2.610 0.298 -0.098
H 2.885 -1.708 -0.299
H 2.226 -0.953 1.315

Here is one molecule with the formula C8H4 at a distorted geometry from the Open Molecules 2025 dataset. Energies are from wB97M-V/def2-TZVPD.

## Properties
HOMO: -7.98 eV
E: -307.038527 Ha
LUMO: -0.733 eV
Multiplicity: 1
Structure (SMILES): C1=C=CC=C=C=CC=1
Strongest force on any atom: 0.0300 Eh/bohr
ΔE to the lowest compared entry with this formula, charge and spin: 0.00 kcal per mole
Orbital gap: 0.266 Ha

Geometry (Å):
C -0.761 1.307 0.003
C 0.760 -1.300 0.014
C -1.983 0.546 0.004
C -1.811 -0.790 0.000
C 1.813 0.790 -0.002
C 1.987 -0.546 0.004
C 0.454 1.242 0.011
C -0.455 -1.255 -0.004
H -2.952 1.013 0.010
H -2.643 -1.477 0.001
H 2.635 1.488 -0.032
H 2.957 -1.018 -0.009

- What is the strongest force on any atom in the third record?
  0.0300 Eh/bohr

- What is the E in the second record?
  -754.513285 Ha